No. 1
C28H38BHgN5P2 | ωB97M-V/def2-TZVPD

molar mass = 718.00 g/mol
E_tot = -2224.21729 Eh
F_max = 3.32 eV/A

XYZ file:
```
75
Properties=species:S:1:pos:R:3:forces:R:3:lowdin_charge:R:1
Hg 0.769890 -2.598336 -1.249018 0.265 0.580 1.935 1.17
C 0.880187 -1.500006 -4.032069 0.135 0.079 -0.364 -0.16
C 0.858153 -0.174017 -3.852676 0.808 0.275 -1.025 -0.11
C -0.306607 0.736339 -4.076559 -0.211 -0.137 0.245 -0.15
C -1.697442 0.098362 -3.822145 -0.238 1.051 -0.387 -0.17
C -1.808913 -0.791169 -2.610363 -1.043 -1.449 0.525 -0.08
C -1.435933 -2.101267 -2.347396 -2.548 0.911 -1.500 -0.22
C -1.043784 -3.036162 -3.512727 0.708 0.283 0.497 -0.22
C -0.251486 -2.311313 -4.598541 -0.043 -0.428 -0.373 -0.20
C 0.789482 -2.801544 1.024126 -0.274 0.155 0.459 -0.18
H 1.828035 -2.047765 -3.953440 -0.143 0.336 0.085 0.10
H 1.805378 0.369911 -3.733393 -0.509 -0.515 0.337 0.10
H -0.261624 1.163459 -5.097766 -0.049 -0.224 0.408 0.14
H -0.216976 1.595812 -3.392896 0.148 -0.200 -0.176 0.11
H -2.362301 0.966957 -3.641101 0.207 -0.492 0.018 0.12
H -2.112229 -0.331030 -4.751523 0.294 -0.204 0.589 0.12
H -2.544415 -0.359345 -1.902591 0.908 -0.480 -0.094 0.08
H -2.083221 -2.587547 -1.570474 0.986 0.546 -0.183 0.10
H -1.946152 -3.510876 -3.917461 0.127 0.050 0.184 0.13
H -0.384623 -3.845714 -3.157157 -0.312 -0.219 0.018 0.08
H 0.218422 -3.068394 -5.243802 -0.274 0.160 0.040 0.12
H -0.919717 -1.726716 -5.240475 0.391 -0.168 0.210 0.10
H 1.718115 -3.180360 1.501862 -0.342 0.424 -1.011 0.01
H -0.043580 -3.378803 1.456130 0.278 -0.011 -0.887 -0.03
H 0.586255 -1.742657 1.287684 0.493 -0.656 -0.246 -0.08
P -1.307611 0.087816 1.533054 -2.821 -1.658 -0.537 1.09
P 1.400728 1.481068 1.214306 1.974 -0.599 -2.391 1.12
N -2.768259 -1.113297 0.963043 1.284 -0.414 -0.627 -0.18
N -2.442767 1.068617 2.341965 -0.558 0.514 0.789 -0.31
N 2.447683 0.371410 -0.019559 -0.238 -0.797 -0.055 -0.15
N 2.604662 2.678135 1.034319 0.633 1.026 0.783 -0.30
C -1.050661 1.010828 -0.050597 -0.032 0.224 -0.212 -0.42
C 0.137308 2.012511 -0.058032 0.261 0.033 -0.032 -0.38
C -2.738917 -2.502776 1.181919 -0.451 0.383 -0.434 -0.18
C -3.827127 -3.095159 0.528389 0.784 0.755 0.175 -0.12
C -4.530432 -2.044110 -0.144734 0.937 0.789 0.280 -0.11
C -3.849164 -0.848578 0.118880 0.145 -0.781 0.373 -0.18
C -2.960012 0.659685 3.590329 -0.007 1.534 -0.497 -0.12
C -3.830267 1.643363 4.030606 0.661 -0.843 -0.525 -0.08
C -3.911667 2.646253 3.016369 0.747 -0.547 -0.936 -0.08
C -3.085817 2.253936 1.967183 -0.200 -0.107 1.271 -0.13
C 3.108336 -0.781501 0.339494 -0.457 -0.422 -0.659 -0.18
C 3.549274 -1.476448 -0.807340 -0.339 0.320 1.204 -0.16
C 3.241082 -0.643526 -1.905150 -0.616 0.726 0.283 -0.16
C 2.573307 0.472851 -1.396372 0.217 -0.784 0.388 -0.20
C 3.187888 3.249848 -0.095289 0.518 0.696 0.193 -0.16
C 4.379939 3.872577 0.260321 -1.476 -0.932 0.533 -0.07
C 4.544681 3.664172 1.678692 -0.969 -0.561 -0.332 -0.08
C 3.465108 2.918579 2.115025 0.357 0.752 -0.245 -0.13
H -1.979688 1.515640 -0.336382 0.137 -0.141 -0.094 0.06
H -0.888927 0.218843 -0.802295 0.168 0.314 0.474 0.03
H 0.551498 2.118973 -1.078109 -0.265 -0.064 0.499 0.05
H -0.170636 3.025282 0.255369 -0.043 -0.381 0.058 0.09
H -1.940017 -2.970182 1.777378 -0.745 0.476 -0.304 0.08
H -4.058644 -4.159741 0.499629 0.048 0.431 0.148 0.09
H -5.405170 -2.129421 -0.779080 0.118 -0.023 0.206 0.09
H -4.050685 0.164751 -0.236953 -0.022 -0.415 0.334 0.10
H -2.632044 -0.275391 4.013544 0.021 0.107 0.167 0.11
H -4.342569 1.628860 4.979623 -0.038 0.016 -0.090 0.10
H -4.500903 3.551005 3.042508 0.017 -0.117 -0.026 0.09
H -2.888728 2.695200 1.003707 -0.019 0.181 0.205 0.09
H 3.161818 -1.044085 1.376943 -0.006 -0.177 0.270 0.10
H 3.958225 -2.488681 -0.850826 0.217 0.613 0.206 0.09
H 3.479093 -0.840039 -2.944796 0.022 0.170 0.218 0.09
H 2.285847 1.364883 -1.899141 -0.260 0.236 -0.276 0.07
H 2.656657 3.231846 -1.036379 0.255 0.031 0.095 0.09
H 5.034680 4.412013 -0.400069 0.004 0.048 -0.069 0.09
H 5.342201 4.041757 2.296867 -0.004 -0.095 0.006 0.09
H 3.160952 2.565085 3.092615 0.256 -0.069 -0.079 0.07
B 2.567579 0.210894 6.679069 -0.011 0.079 0.474 -0.49
C 2.268761 0.500978 5.154960 -0.131 0.377 -1.472 -0.30
N 2.081433 0.743201 4.023506 0.219 -0.429 1.368 -0.01
H 1.579752 0.547797 7.334766 0.168 -0.253 -0.211 -0.02
H 3.503227 0.924488 7.024943 -0.076 -0.152 -0.178 -0.02
H 2.854074 -0.978027 6.805550 -0.148 0.261 -0.020 -0.02
```
Positions in Å, forces in eV/Å.

=====

No. 2
C6H6ClF2O6Pd | ωB97M-V/def2-TZVPD

charge = +2
molar mass = 353.98 g/mol
expectation value of S² = 3.760
multiplicity = 4
E_tot = -1470.56678 Eh
F_max = 7.66 eV/A

XYZ file:
```
22
Properties=species:S:1:pos:R:3:forces:R:3:nbo_charge:R:1
Pd -1.091560 2.806281 -1.549142 0.268 -1.166 0.670 0.80
Cl -0.529430 0.675351 -0.314162 -0.277 1.286 -0.688 -0.78
C -2.357880 -3.438909 -2.200392 0.891 1.136 -0.920 -0.10
C -1.105060 -2.621629 -1.871842 2.185 -1.711 2.136 0.41
O -0.840650 -1.749919 -2.938012 -1.899 2.332 -2.779 -0.39
C -1.951480 -1.703599 -3.736972 2.509 -5.605 4.580 0.95
O -2.005380 -0.998429 -4.747242 -0.392 1.388 -1.358 0.05
O -2.730010 -2.712409 -3.442872 -1.631 1.966 -1.539 -0.39
F 0.019460 -3.426729 -1.768432 -1.262 0.524 -0.364 -0.30
H -3.155610 -3.364449 -1.461362 0.001 0.044 -0.327 0.26
H -2.161120 -4.445499 -2.569412 0.117 -0.003 0.448 0.27
H -1.079430 -1.992999 -0.981742 -0.509 -0.115 0.117 0.23
C 2.134060 2.653961 1.853218 -0.801 -1.268 -0.568 -0.14
C 1.689170 1.394991 2.581868 -0.095 -1.368 -2.890 0.42
O 1.505140 1.787221 3.896708 0.389 1.583 3.194 -0.38
C 1.878460 3.036541 4.056658 0.324 -1.362 -6.447 0.96
O 1.714770 3.708921 5.066178 0.031 1.081 2.172 0.06
O 2.280900 3.627301 2.870718 -0.132 -0.073 4.159 -0.37
F 2.629160 0.428611 2.435438 -0.088 0.444 0.825 -0.29
H 1.328700 3.010611 1.211118 0.434 -0.053 -0.325 0.24
H 3.072920 2.367541 1.379308 0.049 0.798 -0.189 0.27
H 0.754870 0.957231 2.230378 -0.112 0.141 0.092 0.23
```
Positions in Å, forces in eV/Å.

=====

No. 3
C61H46FGeIO2P3Pt | ωB97M-V/def2-TZVPD

charge = +1
molar mass = 1317.55 g/mol
expectation value of S² = 2.045
multiplicity = 3
E_tot = -6120.31907 Eh
F_max = 0.51 eV/A

XYZ file:
```
116
Properties=species:S:1:pos:R:3:forces:R:3:lowdin_charge:R:1
Pt 0.314320 0.170379 0.759242 -0.308 0.088 0.070 0.49
F -0.299104 1.778635 5.052324 0.113 0.094 0.020 -0.31
Ge 0.216799 1.087221 3.464250 -0.030 -0.119 0.255 0.87
C 0.730380 2.885661 2.805435 -0.068 0.254 -0.027 -0.27
C 1.177210 3.722742 3.840863 -0.026 -0.029 -0.154 -0.08
C 1.609714 5.013789 3.587477 -0.005 -0.003 -0.047 -0.05
C 1.560331 5.530221 2.298206 0.005 -0.008 0.087 -0.05
C 1.119287 4.725857 1.267192 0.000 -0.021 0.009 -0.09
C 0.752969 3.397885 1.508261 0.046 0.061 -0.072 -0.41
P 0.195248 2.399827 0.111665 -0.279 -0.172 0.010 0.92
C 1.229550 2.720788 -1.340602 0.030 -0.012 -0.017 -0.35
C 2.417616 3.443579 -1.315351 0.037 -0.016 -0.031 -0.08
C 3.134400 3.656576 -2.485030 -0.017 0.002 -0.003 -0.05
C 2.655731 3.178037 -3.694845 0.000 0.008 0.003 -0.07
C 1.471508 2.452460 -3.729753 0.035 -0.050 0.010 -0.08
C 0.779888 2.200395 -2.556959 0.031 -0.068 -0.010 -0.14
C -1.356651 3.302817 -0.263619 0.078 0.113 0.159 -0.34
C -1.653267 3.882964 -1.490306 0.054 0.114 -0.071 -0.08
C -2.774413 4.694954 -1.631573 0.065 -0.005 0.035 -0.07
C -3.599261 4.940761 -0.548518 0.005 -0.017 0.006 -0.07
C -3.316224 4.355895 0.681323 -0.007 0.003 -0.048 -0.06
C -2.210045 3.540281 0.819341 0.053 0.033 -0.022 -0.10
C 1.852160 0.204338 4.070076 0.166 -0.176 -0.081 -0.26
C 2.142476 0.218631 5.437711 -0.009 -0.079 -0.042 -0.09
C 3.247306 -0.453564 5.935677 0.023 -0.027 -0.032 -0.06
C 4.089234 -1.152683 5.077156 -0.042 0.029 0.044 -0.06
C 3.834914 -1.150876 3.718594 -0.010 0.030 -0.014 -0.08
C 2.721307 -0.475077 3.216619 0.022 0.105 -0.026 -0.38
P 2.538143 -0.331697 1.407380 0.077 -0.181 -0.050 0.94
C 4.025517 0.657657 1.024553 -0.031 -0.045 0.093 -0.32
C 3.958512 1.999763 1.393815 0.032 0.058 -0.083 -0.10
C 5.073832 2.816432 1.306628 -0.024 0.013 -0.028 -0.06
C 6.276002 2.303244 0.841449 0.003 0.005 0.005 -0.07
C 6.361491 0.963326 0.497515 -0.049 -0.017 0.018 -0.06
C 5.248797 0.138423 0.605965 0.030 0.015 0.038 -0.08
C 2.758177 -2.032784 0.806067 -0.058 0.034 0.072 -0.33
C 3.430167 -2.424385 -0.376542 0.016 -0.052 0.065 -0.09
C 3.214475 -3.648381 -0.934466 0.125 0.094 0.150 0.01
C 2.061097 -4.468624 -0.482117 -0.159 0.016 0.015 -0.22
C 1.671238 -4.190781 0.930830 0.067 -0.085 -0.023 0.01
C 1.963205 -3.006487 1.500436 0.131 0.107 -0.061 -0.10
C -1.241339 -0.258505 3.636755 -0.264 -0.033 0.113 -0.24
C -1.331583 -0.707677 4.964227 -0.060 0.023 -0.149 -0.09
C -2.313120 -1.597723 5.361424 -0.016 -0.018 -0.024 -0.05
C -3.258837 -2.047403 4.449707 0.017 -0.017 0.065 -0.06
C -3.172271 -1.642926 3.134013 0.012 -0.016 -0.051 -0.10
C -2.158046 -0.773301 2.718079 0.052 0.061 0.072 -0.40
P -1.965672 -0.446420 0.953981 0.158 0.038 -0.067 0.95
C -3.341961 0.618783 0.457163 0.052 0.001 -0.116 -0.37
C -4.407925 0.900261 1.303077 -0.092 -0.059 -0.012 -0.07
C -5.498576 1.619611 0.828043 0.034 -0.018 0.029 -0.06
C -5.525792 2.061512 -0.484807 0.034 -0.014 -0.009 -0.07
C -4.448135 1.810062 -1.326585 -0.061 -0.066 0.054 -0.07
C -3.360057 1.099059 -0.853044 -0.030 -0.049 -0.051 -0.13
C -2.400797 -2.057928 0.208263 0.071 -0.020 0.093 -0.36
C -1.772543 -3.188033 0.733355 0.027 -0.012 0.033 -0.12
C -2.044912 -4.444108 0.229171 -0.035 0.019 -0.028 -0.07
C -2.941185 -4.591187 -0.824402 0.012 0.013 0.023 -0.07
C -3.565849 -3.475521 -1.355442 0.052 0.039 0.045 -0.06
C -3.301962 -2.210748 -0.836996 -0.037 -0.005 -0.033 -0.06
H 1.173465 3.362245 4.857047 -0.008 -0.016 0.046 0.10
H 1.960193 5.629257 4.405642 -0.001 -0.002 0.008 0.11
H 1.852271 6.553415 2.102317 0.009 0.005 0.006 0.11
H 1.053123 5.131004 0.264427 -0.031 -0.014 0.020 0.11
H 2.786295 3.854766 -0.388976 0.073 -0.044 0.042 0.08
H 4.059905 4.215875 -2.447880 0.004 0.001 -0.005 0.11
H 3.200303 3.372162 -4.609653 0.002 -0.006 -0.002 0.11
H 1.085632 2.081893 -4.669848 0.016 -0.047 -0.022 0.11
H -0.131214 1.611320 -2.593076 0.024 -0.022 0.014 0.11
H -1.001381 3.744243 -2.341898 -0.045 0.026 0.039 0.09
H -2.985174 5.149697 -2.590611 0.004 0.004 -0.009 0.11
H -4.461652 5.585238 -0.658129 -0.002 0.005 0.009 0.11
H -3.954189 4.542169 1.534849 -0.015 -0.007 0.002 0.12
H -1.992973 3.110257 1.790327 0.024 -0.029 0.024 0.11
H 1.488585 0.755152 6.112629 0.004 0.014 0.013 0.10
H 3.453242 -0.438316 6.998060 -0.001 0.007 0.004 0.11
H 4.946664 -1.684681 5.467097 0.007 -0.001 0.002 0.11
H 4.509483 -1.669823 3.046219 -0.015 0.006 -0.018 0.11
H 3.035487 2.409321 1.780619 -0.050 0.016 0.000 0.08
H 5.001834 3.853545 1.609991 0.001 -0.005 0.001 0.11
H 7.148435 2.939180 0.770889 0.003 0.000 -0.008 0.11
H 7.302465 0.546134 0.164770 0.005 -0.004 -0.004 0.11
H 5.370827 -0.913208 0.401495 -0.031 -0.050 -0.026 0.09
H 4.114156 -1.749876 -0.869880 0.019 0.045 0.006 0.10
H 3.769487 -3.963070 -1.807784 -0.045 0.026 -0.029 0.13
H 2.180124 -5.528087 -0.690775 0.107 -0.028 0.105 0.15
H 1.076574 -4.929213 1.452442 -0.046 0.011 -0.029 0.12
H 1.589297 -2.770793 2.490610 -0.008 0.007 -0.006 0.11
H -0.634311 -0.345674 5.702190 0.026 0.018 0.041 0.09
H -2.347830 -1.931329 6.390308 0.005 0.005 0.007 0.11
H -4.043940 -2.724488 4.758756 -0.003 -0.001 0.005 0.11
H -3.881952 -2.027537 2.411127 0.027 0.017 -0.014 0.12
H -4.404046 0.547854 2.326969 0.015 0.028 -0.021 0.10
H -6.328964 1.829984 1.489124 -0.005 -0.004 0.003 0.11
H -6.380242 2.614915 -0.851841 -0.004 0.006 -0.002 0.11
H -4.453810 2.174708 -2.345052 -0.009 -0.006 0.001 0.11
H -2.514545 0.915482 -1.508934 -0.017 -0.060 0.022 0.11
H -1.053303 -3.078766 1.537300 -0.022 0.008 -0.001 0.10
H -1.548949 -5.310386 0.646985 -0.011 -0.015 -0.004 0.11
H -3.151706 -5.574233 -1.224400 -0.003 -0.004 -0.003 0.11
H -4.269835 -3.580208 -2.170050 -0.010 -0.005 -0.003 0.11
H -3.820452 -1.360250 -1.255469 0.007 0.069 0.013 0.10
I 3.821264 -1.474441 -7.053785 0.062 0.029 -0.119 0.91
C 2.779271 -1.910053 -5.312620 -0.027 0.014 0.076 -0.74
C 2.642953 -0.927752 -4.338246 -0.043 -0.019 0.066 -0.14
C 1.945456 -1.210253 -3.175217 0.034 0.089 -0.079 -0.01
C 1.428080 -2.482025 -2.972007 -0.190 -0.099 -0.036 -0.14
C 1.583526 -3.464626 -3.943725 0.016 0.007 -0.139 0.00
C 2.241684 -3.176738 -5.129821 -0.026 0.032 0.109 -0.13
C 0.782366 -2.815239 -1.678271 -0.064 -0.105 0.212 -0.42
O 0.882858 -4.134228 -1.340278 -0.044 -0.154 -0.130 0.00
O 0.216339 -2.034310 -0.955939 0.284 0.207 -0.368 0.07
H 3.091057 0.044411 -4.479585 -0.014 0.074 -0.017 0.08
H 1.838845 -0.456825 -2.403529 -0.027 0.023 -0.001 0.11
H 1.186595 -4.455065 -3.771268 -0.010 -0.009 0.006 0.13
H 2.348659 -3.934244 -5.893089 0.001 -0.004 -0.011 0.10
```
Positions in Å, forces in eV/Å.